Computed, not measured: C25H34N2OTc as an isolated structure in a non-equilibrium geometry, with ωB97M-V with the def2-TZVPD basis set.

Each line ends with the natural charge from an NBO analysis.
Atoms and positions in Å:
C1 -3.121 -0.757 -0.436  -0.782
C2 -3.269 0.023 -2.333  -0.678
H1 -2.986 -1.826 -0.394  0.232
H2 -4.257 -0.796 -0.366  0.272
H3 -2.739 -0.268 0.439  0.214
H4 -2.747 0.504 -3.189  0.256
H5 -3.650 -0.901 -2.814  0.264
H6 -4.106 0.687 -2.094  0.273
C3 -0.478 -3.027 -1.484  0.075
C4 0.447 -4.065 -1.377  -0.235
C5 1.776 -3.805 -1.700  -0.122
C6 2.117 -2.517 -2.071  -0.201
H7 -1.536 -3.161 -1.280  0.210
H8 0.099 -5.053 -1.087  0.254
H9 2.534 -4.589 -1.663  0.256
H10 3.135 -2.259 -2.342  0.236
N1 -0.138 -1.770 -1.820  -0.504
C7 1.151 -1.502 -2.141  0.167
C8 1.474 -0.148 -2.635  0.254
N2 0.479 0.759 -2.583  -0.518
C9 0.696 2.006 -3.043  0.061
C10 2.946 1.485 -3.715  -0.127
C11 1.900 2.403 -3.640  -0.219
H11 -0.139 2.702 -2.939  0.218
H12 2.024 3.418 -4.016  0.255
C12 2.718 0.214 -3.196  -0.212
H13 3.490 -0.545 -3.205  0.230
H14 3.920 1.718 -4.155  0.257
Tc1 -1.556 0.099 -1.333  1.306
C13 -2.034 2.095 -1.009  -0.857
H15 -2.729 2.570 -1.727  0.240
H16 -1.169 2.762 -0.972  0.224
H17 -2.512 2.280 -0.029  0.236
C14 -0.001 4.043 1.313  -0.608
C15 0.780 2.745 1.207  -0.267
C16 2.261 3.017 1.607  -0.595
C17 0.210 1.633 2.070  0.090
C18 -0.237 1.854 3.371  -0.021
C19 -0.638 0.790 4.168  -0.274
C20 -0.530 -0.521 3.703  -0.034
C21 -0.076 -0.760 2.406  0.112
C22 0.134 -2.220 1.925  -0.258
C23 1.156 -2.952 2.828  -0.605
C24 -1.172 -2.994 1.872  -0.605
C25 0.043 0.341 1.483  0.349
O1 -0.160 0.132 0.174  -0.711
H18 0.054 4.439 2.328  0.214
H19 -1.041 3.868 1.056  0.212
H20 0.387 4.805 0.629  0.244
H21 0.822 2.437 0.146  0.227
H22 2.301 3.362 2.661  0.216
H23 2.862 2.091 1.526  0.219
H24 2.720 3.789 0.955  0.241
H25 -0.191 2.889 3.731  0.250
H26 -0.967 0.988 5.182  0.259
H27 -0.755 -1.388 4.351  0.250
H28 0.576 -2.172 0.918  0.224
H29 0.731 -3.083 3.836  0.212
H30 1.388 -3.941 2.400  0.238
H31 2.089 -2.368 2.908  0.225
H32 -1.915 -2.464 1.268  0.205
H33 -1.015 -3.984 1.436  0.236
H34 -1.557 -3.114 2.889  0.221

Forces on the atoms, in the same order (eV/Å):
-2.4472 -1.8383 2.3752
-1.9613 -0.3476 -1.1755
0.8573 -0.5150 0.2268
1.3375 1.1270 -0.7690
-0.4321 -0.2514 1.6613
1.2461 0.5967 -0.1453
0.1322 0.2245 0.7617
0.2676 -0.2637 -0.1617
0.3855 0.3550 0.0821
-0.3656 0.1161 -0.2468
-0.2280 -0.1071 0.2483
-0.0412 0.8257 -0.2834
0.2094 -0.2610 0.0326
0.1413 0.1582 -0.0880
-0.2540 0.2316 0.0145
-0.1088 -0.2848 0.1155
-0.0196 -0.0175 -0.3115
-0.1247 -1.1030 0.1768
0.3256 1.2864 -0.6220
-0.0779 0.2066 0.3397
0.2947 -0.2656 -0.2241
-0.4004 -0.3345 0.2764
-0.1150 -0.0033 0.1868
0.2852 -0.1667 -0.1258
-0.1525 -0.2821 0.1168
-0.5005 -0.7150 0.4712
0.1052 0.2551 -0.1984
-0.4543 0.0525 0.1475
3.4307 1.8693 -3.0659
-0.6434 1.1116 0.3979
0.2729 -0.5259 0.0514
0.3018 -0.4407 -0.1757
0.0304 -0.5128 -0.1907
-0.3343 0.0942 0.0956
0.8317 0.0473 -0.3284
0.1960 -0.3400 0.4206
0.4688 -0.7817 -3.7350
0.2211 -0.0987 1.7687
-0.1256 -0.0294 0.8082
-0.0356 0.8386 2.0843
0.2990 -0.7846 -3.3435
0.9239 0.8604 -0.0855
-0.0553 0.4187 0.1304
-0.3936 0.2799 0.0815
-1.4061 -0.5115 1.1076
-0.0857 0.0401 0.5350
-0.0570 0.1817 -0.1004
-0.2264 0.1811 0.0701
0.0760 -0.1964 0.1482
-0.2975 -0.2278 0.5439
0.1333 -0.0883 -0.5533
-0.2277 0.4701 0.0509
-0.4377 -0.4200 0.3916
-0.2702 -0.5522 0.1321
-0.0765 -0.0935 -0.1286
0.0434 0.7144 -0.3498
-0.2423 0.1598 0.2393
0.3036 -0.1272 -0.2931
-0.1340 0.3711 0.2234
-0.3214 -0.3389 0.0091
0.0430 -0.1751 0.2036
0.0566 0.0720 0.1418
-0.1665 -0.1446 -0.1668

**Multiplicity**: 4
**Net charge**: +2
**LUMO energy (alpha / beta)**: -0.3042 / -0.3587 hartree
**E**: -33682.517 eV
**Max |F|**: 4.97 eV Å⁻¹
**Frontier orbital gap (alpha / beta)**: 6.41 / 4.83 eV
**⟨S²⟩**: 3.90

Computed, not measured: C25H34N8OPdS2SeSi2Te as an isolated structure in a non-equilibrium geometry, with ωB97M-V with the def2-TZVPD basis set.

Each line ends with the Löwdin charge.
Atoms and positions in Å:
Pd1 -0.674 -1.844 -0.487  0.645
C1 -5.127 0.596 -2.747  -0.376
S1 -5.343 -0.591 -1.387  0.944
C2 -3.763 -1.276 -1.213  -1.001
S2 -2.347 -0.555 -1.969  0.615
N1 -3.709 -2.384 -0.524  -0.087
N2 -2.594 -3.006 -0.315  -0.093
C3 -2.461 -4.239 0.063  -0.004
C4 -1.132 -4.752 0.254  -0.242
C5 -0.897 -6.009 0.829  0.025
C6 0.400 -6.462 0.959  -0.007
C7 1.442 -5.670 0.491  0.000
C8 1.142 -4.434 -0.062  -0.102
N3 -0.102 -3.982 -0.168  0.037
H1 -6.126 0.848 -3.093  0.051
H2 -4.570 0.134 -3.558  0.031
H3 -4.629 1.493 -2.390  0.034
H4 -3.325 -4.883 0.197  0.156
H5 -1.731 -6.602 1.173  0.130
H6 0.603 -7.418 1.414  0.129
H7 2.463 -6.005 0.558  0.124
H8 1.939 -3.808 -0.456  0.106
O1 1.124 -1.022 -1.649  -0.377
N4 2.309 -1.421 -1.325  0.057
C9 3.104 -0.762 -0.492  -0.307
C10 2.686 0.523 -0.202  -0.016
N5 1.797 1.323 -0.295  -0.015
C11 4.315 -1.348 -0.072  -0.153
N6 5.268 -1.850 0.314  0.227
C12 1.819 3.995 -1.994  -0.169
Si1 1.549 2.559 -3.221  0.548
C13 3.102 1.478 -3.460  -0.159
C14 0.956 3.235 -4.899  -0.166
C15 0.000 1.426 -2.765  -0.482
Te1 -0.199 0.872 -0.745  1.587
C16 -0.982 2.813 -0.255  -0.436
Si2 -0.643 3.384 1.556  0.504
C17 -1.794 4.871 1.829  -0.160
C18 1.169 3.864 1.855  -0.166
C19 -1.207 1.858 2.553  -0.199
H9 2.803 4.420 -2.175  0.048
H10 1.785 3.678 -0.957  -0.020
H11 1.103 4.801 -2.133  0.044
H12 3.657 1.827 -4.326  0.044
H13 2.878 0.430 -3.639  0.029
H14 3.779 1.534 -2.614  0.021
H15 1.683 3.936 -5.292  0.040
H16 0.010 3.759 -4.808  0.035
H17 0.832 2.447 -5.635  0.040
H18 0.043 0.507 -3.355  0.021
H19 -0.924 1.955 -3.006  0.026
H20 -2.053 2.699 -0.421  0.030
H21 -0.581 3.488 -1.005  0.002
H22 -1.508 5.705 1.197  0.036
H23 -1.716 5.201 2.858  0.038
H24 -2.834 4.638 1.632  0.034
H25 1.434 4.769 1.315  0.038
H26 1.877 3.090 1.573  0.000
H27 1.327 4.079 2.908  0.042
H28 -2.266 1.650 2.394  0.018
H29 -1.067 1.994 3.620  0.047
H30 -0.631 0.981 2.247  -0.022
Se1 -2.683 -1.315 2.680  1.189
N7 -1.189 -1.525 1.727  -0.341
C20 -0.152 -1.653 2.567  -0.388
C21 1.191 -1.833 2.200  -0.054
C22 2.129 -1.947 3.188  -0.036
C23 1.767 -1.887 4.552  -0.040
C24 0.470 -1.718 4.946  0.017
C25 -0.524 -1.588 3.954  -0.364
N8 -1.822 -1.398 4.164  -0.223
H31 1.459 -1.895 1.147  0.057
H32 3.165 -2.101 2.926  0.112
H33 2.546 -1.987 5.289  0.119
H34 0.178 -1.691 5.983  0.129

Forces on the atoms, in the same order (eV/Å):
-2.5169 -3.0014 -2.0593
0.2009 -0.0832 0.2748
0.0805 -0.0591 -0.2739
0.5016 -0.8866 0.7157
0.5423 -0.1819 0.1730
-2.7118 0.6717 -0.2146
3.6757 0.3221 -0.1152
-0.7450 1.0582 -0.3042
0.9919 -0.7406 0.2154
-0.4767 0.6165 -0.2826
0.4147 0.1994 -0.0897
-0.3951 -0.1711 0.1052
0.2490 -0.1856 -0.0531
0.0016 0.5591 0.1408
-0.0658 -0.0565 0.0726
-0.0701 0.0301 -0.0330
0.0260 0.0516 -0.0554
-0.1189 0.1859 0.0703
-0.0616 -0.0491 -0.0118
0.0028 -0.1071 0.0199
0.1591 0.0078 -0.0340
-0.1756 0.0324 0.0687
1.6853 0.0479 0.4850
-0.6046 -0.9424 0.5020
0.1993 -0.5918 -1.2660
-4.2530 3.5665 -0.1212
4.3406 -2.2141 0.8061
0.2835 -0.1984 -0.0476
0.3388 -0.1631 0.1804
-0.1538 -0.6742 -0.4203
-0.1470 0.3168 -0.8197
-0.5736 0.3110 0.2988
0.2785 -0.3355 0.7646
0.4976 0.0274 0.1510
-2.0117 2.3128 -0.3781
0.7112 -0.2533 0.3261
-0.6159 0.2607 0.3092
0.6202 -0.6893 -0.0956
-0.6148 -0.2578 -0.2070
0.3900 0.6196 -0.3267
0.1899 0.0094 -0.0597
0.0691 0.0526 0.1601
-0.1777 0.0297 -0.0890
0.0073 0.1454 -0.1164
-0.1608 -0.1559 -0.0501
0.1403 0.0543 0.1896
0.2038 0.1831 -0.0883
-0.1705 0.1173 0.0717
0.0035 -0.1958 -0.0887
0.0801 0.0304 0.0706
0.0534 0.0555 0.1055
-0.1550 -0.0551 0.0649
-0.0151 0.0827 -0.1547
0.0804 0.1574 -0.1404
0.0050 0.1030 0.2630
-0.1730 -0.1252 -0.0463
-0.0484 0.1226 -0.1547
0.0791 -0.1218 0.0058
-0.0745 -0.0212 0.2107
-0.0367 0.0892 -0.1263
0.0856 0.0229 0.2124
0.0222 -0.0626 0.1110
0.4185 -0.1484 -0.5497
0.5648 0.0884 0.3300
-1.5291 0.2284 -0.0415
0.8649 -0.0670 -0.1221
-0.2970 0.0458 -0.7873
-0.5077 0.0515 0.6671
0.6730 -0.0919 0.2893
-0.6580 0.1576 -0.5877
0.3447 -0.1105 1.4475
0.0044 -0.0413 0.2228
0.1421 -0.0018 -0.0182
0.0565 -0.0198 0.1589
0.0362 0.0361 0.1695

**Net charge**: +2
**LUMO energy (alpha / beta)**: -0.2917 / -0.3086 hartree
**E**: -153969.397 eV
**Max |F|**: 5.55 eV Å⁻¹
**Frontier orbital gap (alpha / beta)**: 6.05 / 5.53 eV
**ΔE to the lowest compared entry with this formula, charge and spin**: 372.5 kJ/mol

Computed, not measured: C25H34NOSiW as an isolated structure in a non-equilibrium geometry, with ωB97M-V with the def2-TZVPD basis set.

Each line ends with the natural charge from an NBO analysis.
Atoms and positions in Å:
C1 2.090 -0.362 2.015  -0.294
C2 2.150 -1.071 0.777  -0.232
C3 1.838 -0.160 -0.274  -0.291
H1 2.478 -2.106 0.635  0.265
C4 1.613 1.137 0.309  -0.275
C5 1.811 1.015 1.720  -0.242
H2 1.453 2.065 -0.242  0.255
C6 -0.942 -2.029 2.720  -0.154
C7 0.137 -2.796 2.227  -0.222
C8 0.022 -2.902 0.819  -0.148
H3 0.944 -3.213 2.829  0.242
C9 -1.096 -2.110 0.397  -0.173
C10 -1.745 -1.600 1.598  -0.435
H4 1.892 -0.372 -1.344  0.275
H5 1.883 1.850 2.416  0.276
H6 2.325 -0.767 3.004  0.275
H7 -2.755 -1.211 1.627  0.284
H8 0.602 -3.522 0.140  0.253
H9 -1.174 -1.845 3.764  0.264
W1 -0.128 -0.254 1.071  0.766
C11 -1.589 -1.784 -0.999  -0.038
C12 -3.127 -1.952 -1.025  -0.597
C13 -0.923 -2.640 -2.088  -0.610
H10 -3.391 -2.951 -0.639  0.220
H11 -3.519 -1.881 -2.048  0.238
H12 -3.631 -1.190 -0.411  0.229
H13 -1.007 -3.714 -1.868  0.235
H14 0.143 -2.392 -2.198  0.204
H15 -1.419 -2.439 -3.049  0.236
C14 -1.101 -0.321 -1.208  -0.465
C15 -1.874 0.550 -2.166  0.681
H16 -0.091 -0.365 -1.632  0.277
H17 -1.221 0.303 -0.229  0.133
O1 -3.104 0.509 -2.077  -0.564
N1 -1.211 1.372 -3.070  -0.623
C16 -0.038 2.200 -2.749  -0.243
H18 -1.888 1.875 -3.643  0.420
C17 1.274 1.602 -3.184  -0.079
C18 2.471 2.257 -2.867  -0.219
H19 2.431 3.237 -2.381  0.220
C19 3.689 1.648 -3.173  -0.193
H20 4.618 2.140 -2.885  0.229
C20 3.716 0.422 -3.849  -0.214
H21 4.671 -0.061 -4.068  0.231
C21 2.516 -0.178 -4.243  -0.221
H22 2.513 -1.114 -4.795  0.226
C22 1.289 0.426 -3.938  -0.190
H23 0.338 0.016 -4.292  0.226
H24 -0.029 2.429 -1.671  0.193
H25 -0.185 3.158 -3.263  0.240
C23 -0.460 2.899 3.027  -1.109
Si1 -0.830 1.048 3.145  1.328
C24 0.026 0.473 4.757  -1.103
C25 -2.679 0.937 3.502  -1.117
H26 0.601 3.129 3.177  0.224
H27 -1.037 3.423 3.801  0.251
H28 -0.756 3.286 2.044  0.233
H29 -0.336 1.097 5.589  0.251
H30 -0.189 -0.572 5.011  0.222
H31 1.118 0.575 4.709  0.226
H32 -2.919 1.654 4.301  0.252
H33 -3.261 1.205 2.611  0.238
H34 -2.993 -0.062 3.829  0.232

Forces on the atoms, in the same order (eV/Å):
0.1781 -0.1424 -0.3077
0.5735 0.5758 0.0461
0.2038 0.1920 0.4775
-0.3768 0.5805 0.1553
0.4423 -0.0913 0.3843
-0.1398 -0.0354 -0.5768
0.0488 -0.4186 0.3147
-0.0735 0.8061 -0.9410
-0.0645 -0.8729 -0.4367
-0.7037 0.2825 0.5837
-0.3254 0.0765 -0.1896
-0.5945 -0.9871 0.8022
-0.5434 -1.1191 -0.3731
-0.1080 0.0526 0.4211
-0.2712 -0.4836 -0.2099
-0.2068 0.1900 -0.5051
0.1937 -0.0359 0.1129
0.2067 0.3890 0.2455
0.0827 0.0134 -0.3373
4.0522 -0.3147 1.3618
-0.5826 -0.1171 -0.2400
-0.1008 -0.3058 -0.0266
-0.0866 -0.0399 0.0395
0.2272 0.3117 -0.0670
0.1254 0.0984 0.3777
0.1602 -0.3604 -0.3060
-0.0879 0.3075 -0.0764
-0.1702 -0.1273 0.0395
0.1947 -0.1054 0.2235
0.6213 -0.1795 -0.7315
-2.4704 0.9433 0.2032
-0.1656 0.1603 0.6246
-0.9902 0.6721 -1.2333
1.6714 0.4301 -0.8809
-0.7581 -0.0714 0.3590
-0.2357 -0.0453 0.0253
0.0862 -0.3208 0.2571
0.1741 -0.0548 -0.3396
-0.0965 -0.4585 0.0001
0.1277 -0.3735 -0.0419
-0.1201 0.1137 -0.0572
-0.1988 -0.1515 -0.1437
-0.2006 -0.0689 0.1417
-0.3287 0.1827 0.0402
-0.0854 0.2289 0.0351
0.1279 0.1741 0.0318
0.3721 0.0508 0.2205
0.4544 -0.0302 0.2321
0.0370 -0.0313 -0.2728
-0.0147 -0.1584 0.1686
-0.0324 -0.0212 -0.1671
-0.1220 0.5332 1.1660
0.0241 -0.0256 -0.2424
-0.0291 -0.0730 -0.2509
-0.2684 0.0670 0.0394
0.1319 -0.0654 -0.2029
0.0184 0.0990 0.1802
0.1120 -0.1133 -0.2222
0.0496 0.2608 0.0174
-0.1690 0.0500 0.0654
0.0313 -0.2056 -0.1902
-0.0207 -0.0176 0.2086
0.0132 0.1812 -0.0319

**Multiplicity**: 3
**Net charge**: +1
**LUMO energy (alpha / beta)**: -0.1241 / -0.1603 hartree
**E**: -39709.313 eV
**Max |F|**: 4.29 eV Å⁻¹
**Frontier orbital gap (alpha / beta)**: 7.00 / 7.69 eV
**ΔE to the lowest compared entry with this formula, charge and spin**: 84.1 kJ/mol
**⟨S²⟩**: 2.02